ORCA calculation (wB97M-V/def2-TZVPD) on the molecule C6H9N.

Cartesian coordinates (Å):
C -0.1137 0.2516 1.5770
C -0.2046 -0.7951 0.4895
C -0.5234 -0.3370 -0.8945
C -0.9805 1.0676 -1.2185
C 0.8795 -0.8393 -0.5780
C 2.0789 -0.1664 -0.1531
N 3.0540 0.1796 0.3682
H 0.2559 1.2047 1.1886
H -1.1122 0.4228 1.9950
H 0.5669 -0.0527 2.3761
H -0.5459 -1.7693 0.8162
H -1.0277 -1.0927 -1.4930
H -1.0247 1.2277 -2.3001
H -1.9949 1.2171 -0.8276
H -0.3419 1.8416 -0.7884
H 1.1139 -1.8013 -1.0284

Output
E_HOMO in eV: -10.25
Electronic energy in Eh: -288.7336
Energy above the lowest of the compared OMol25 structures with the same formula, charge and spin in eV: 1.317
Total charge: 0
LUMO energy in eV: 0.84